# 1
Below is a 2-piece molecular cluster, C19H26BN2 overall, with properties calculated with ωB97M-V/def2-TZVPD.

Structure (XYZ):
```
48
Properties=species:S:1:pos:R:3:forces:R:3:mulliken_charge:R:1
C 1.81648 1.51493 -2.32876 0.123 0.024 -0.452 -0.163
H -3.11529 -1.78962 -1.74209 0.027 0.048 0.336 0.381
H 2.88353 2.82148 -0.20844 -0.284 0.373 0.121 0.455
C 0.63910 2.56258 2.33215 -0.907 -0.918 -0.502 0.166
H -3.95880 -5.19526 -0.75729 -0.189 0.198 0.138 0.409
C -4.06525 -4.10403 -0.78916 -0.767 -0.383 -0.419 -0.966
C -2.90183 -2.01331 -0.69028 -0.001 0.674 -0.359 -0.631
H -0.84540 0.83262 4.62196 -0.142 0.257 -0.104 0.312
H 0.19666 0.34434 -0.86647 -0.911 -0.140 -0.336 0.251
H 1.10495 5.90630 2.27099 -0.072 -0.190 -0.094 0.384
H -4.42226 -3.79990 -1.78140 -0.007 -0.083 0.322 0.418
C 2.06458 4.47848 0.96380 0.292 -0.706 -0.188 -0.713
H 1.14169 -0.99773 -0.17696 -0.006 0.365 -0.434 0.437
H -2.16887 -4.80061 1.00319 -0.062 0.210 0.131 0.389
H -3.72936 -1.69122 -0.04782 0.186 0.036 -0.200 0.318
C -1.12721 1.47241 3.77377 0.078 -0.288 0.100 -0.909
N -0.09298 1.44690 2.75977 0.462 0.725 0.332 0.133
H 0.94070 2.13360 -2.09797 0.235 -0.331 -0.190 0.352
C 2.18859 3.13471 0.57342 0.393 0.778 -0.140 -0.163
C 1.43145 2.16099 1.21847 -1.043 -0.277 0.543 1.173
B -1.84706 -4.17159 -1.55022 -0.678 0.183 0.426 0.494
C 4.09638 0.00764 -2.85660 -0.259 0.274 0.173 -0.586
H 4.35979 1.28652 -4.59284 -0.298 -0.217 0.334 0.379
H 4.97051 -0.60199 -3.07945 -0.112 0.212 0.140 0.383
N -2.75277 -3.47582 -0.53111 0.512 0.329 0.434 -0.540
C 0.43357 3.89078 2.68779 0.840 0.634 -0.331 -0.912
H -2.06959 1.09974 3.34790 0.145 0.149 0.154 0.330
H 2.23723 2.57651 -4.16788 0.356 -0.359 0.424 0.364
H -4.74131 -3.73870 0.00379 0.131 -0.365 -0.499 0.384
H -0.29589 4.14038 3.45507 0.339 0.218 -0.115 0.199
H -1.98075 -1.51657 -0.37105 -0.152 -0.054 -0.161 0.310
C 1.08130 0.77970 0.93573 -0.607 0.294 1.489 0.406
H -1.95561 -3.69486 -2.62468 0.416 -0.270 -0.081 0.048
H -1.54584 -3.12030 1.16433 0.028 -0.177 -0.020 0.364
H -3.26312 -3.45706 1.48615 0.157 -0.062 0.156 0.351
C 3.73841 1.04933 -3.72190 -0.218 -0.050 -0.008 -0.408
H -0.26392 -0.59226 2.11297 0.045 0.278 -0.011 0.505
H 2.66394 5.23800 0.45100 -0.257 -0.299 0.251 0.378
C 1.11928 0.09239 -0.38948 1.421 -0.782 0.018 -0.694
C -2.39811 -3.73931 0.88687 0.173 -0.240 0.300 -0.760
C 0.20978 0.37554 1.96351 0.945 0.810 -1.570 -1.286
C 2.15419 0.46547 -1.46668 0.018 -0.127 0.164 0.195
C 2.57601 1.79202 -3.47450 0.023 -0.035 0.384 -0.662
H -1.35687 -5.13509 -1.07385 0.298 0.015 -0.517 0.036
H -1.28134 2.50004 4.12476 0.062 -0.443 -0.088 0.262
H 3.62414 -1.05325 -1.02460 -0.110 0.033 -0.242 0.402
C 1.18752 4.85783 1.99559 -0.429 -0.673 0.424 -0.647
C 3.31969 -0.27275 -1.72152 -0.195 0.351 -0.231 -0.329
```
Forces are in eV/Å.

Summary:
F_max	2.00	eV Å⁻¹
orbital gap	0.17121	hartree
LUMO	-4.81	eV
total energy	-873.66031	a.u.
charge	+1

# 2
Below is C19H26CoN6O3 as an isolated structure, with properties calculated with ωB97M-V/def2-TZVPD.

Structure (XYZ):
```
55
Properties=species:S:1:pos:R:3:forces:R:3:mulliken_charge:R:1
C -0.43544 -3.70047 -3.12877 0.014 0.039 0.077 -0.677
H 2.69133 4.26119 -1.13708 0.030 0.021 -0.008 0.392
H -1.83784 -1.15205 3.21769 0.009 0.034 -0.061 0.552
N 1.83786 4.61506 -0.69659 -0.023 -0.048 0.000 -0.101
N -1.48660 -2.91210 -3.53064 -0.069 -0.015 -0.103 -0.106
O -0.74497 -2.68654 5.18324 -0.001 0.022 0.141 -0.385
C -2.08037 -2.26738 5.53148 -0.042 -0.015 -0.046 -0.819
H -2.14547 -3.15927 -4.25384 0.004 -0.004 0.005 0.193
C 1.82498 -2.41245 2.67805 0.039 -0.081 0.050 -0.951
N -3.44672 -0.33973 -3.46971 -0.113 -0.072 -0.047 -0.098
H -2.25806 -2.65721 6.52501 0.014 -0.034 0.042 0.260
H 3.89284 -1.28940 -0.52594 -0.026 -0.011 -0.018 0.354
H 2.83569 -2.77910 2.56748 -0.027 -0.023 0.045 0.447
H -4.79175 1.34607 -3.46448 0.020 -0.036 -0.025 0.426
C 0.43484 2.92884 -1.83763 0.066 -0.051 0.006 -0.591
H -0.64635 2.56333 -0.13630 -0.027 -0.001 -0.006 0.326
C 3.40590 -1.83222 0.27915 0.036 -0.056 0.027 -1.508
C -3.87932 0.91141 -3.09374 0.080 0.013 -0.034 -0.717
H 0.88054 4.92782 -2.56788 0.062 -0.005 0.006 0.447
H -3.94222 -0.95427 -4.09866 -0.003 0.015 -0.002 0.196
C 0.20858 -2.99361 -2.16041 0.033 0.010 -0.019 -0.229
C 1.60913 3.90079 0.61070 -0.048 -0.077 -0.009 -0.948
C 1.25450 -1.63476 1.69647 -0.166 -0.001 -0.035 0.513
H 4.03620 -1.80910 1.16678 -0.029 0.042 -0.005 0.495
O 1.60124 -0.46837 -0.34128 0.160 -0.092 0.048 -0.426
C 1.33167 2.42392 0.34802 -0.002 0.161 -0.051 -0.719
C -2.94360 1.37955 -2.22833 0.010 -0.028 0.017 -0.274
C -2.29795 -0.59649 -2.83048 -0.017 0.013 -0.037 0.345
H 1.30258 2.47488 -2.32503 -0.024 -0.007 -0.012 0.334
H -2.93753 2.32621 -1.71476 -0.005 -0.043 0.023 0.480
H -0.41115 2.79891 -2.50998 -0.033 -0.012 0.022 0.342
H 2.48892 4.03325 1.23723 0.031 0.020 -0.028 0.446
H -0.24091 -4.67031 -3.55460 -0.040 0.039 -0.009 0.416
C 1.12833 -2.74707 3.83879 -0.030 -0.023 0.049 -0.979
H -2.79751 -2.69168 4.82972 0.011 -0.022 -0.023 0.370
Co -0.35084 -0.01509 -0.80088 -0.031 0.221 -0.583 0.432
N -0.43216 -1.79264 -1.97270 0.110 0.065 0.109 0.096
C -0.21806 -2.28425 4.05598 0.137 -0.092 -0.036 0.768
N -1.95373 0.43153 -2.06860 -0.071 0.085 0.200 -0.005
C -0.13741 -1.16818 1.91129 0.111 -0.008 -0.057 0.777
C 2.04147 -1.26110 0.50219 -0.011 0.113 0.088 0.982
H 2.21138 1.94654 -0.08689 0.004 -0.029 0.014 0.474
H 3.30991 -2.88197 -0.01757 0.010 0.018 0.039 0.387
H 0.76370 4.39284 1.09118 -0.005 0.028 -0.008 0.383
C 0.67144 4.41796 -1.62940 -0.060 -0.042 0.026 -0.820
H 1.58189 -3.36090 4.60758 -0.010 0.011 -0.025 0.504
H 1.99737 5.61238 -0.53279 -0.026 0.021 0.016 0.363
O -0.74230 -0.47379 1.04734 -0.115 0.023 0.220 -0.532
H -0.18620 4.89720 -1.15698 0.005 0.036 -0.001 0.361
C -0.82315 -1.50407 3.10720 -0.007 0.034 -0.034 -0.685
H 1.13214 1.93874 1.30183 -0.022 -0.027 0.000 0.315
C -1.44825 -1.77582 -2.81736 -0.039 -0.041 -0.033 0.368
N 0.19945 2.19967 -0.57379 0.097 -0.129 0.066 0.278
H -2.14701 -1.18007 5.53901 0.055 0.017 0.011 0.350
H 1.08899 -3.27662 -1.61035 -0.023 0.023 0.005 0.401
```
Forces are in eV/Å.

Summary:
F_max	0.62	eV Å⁻¹
orbital gap (alpha / beta)	0.31269 / 0.21390	hartree
LUMO (alpha / beta)	-8.13 / -10.81	eV
2S+1	5
total energy	-2675.77693	a.u.
charge	+3